P) C6H9N in the gas phase, computed with wB97M-V/def2-TZVPD.

Its structure (SMILES) is C#CC[C@]1(C)CN1. For the HOMO energy, the calculation gives -9.5 eV. The LUMO energy comes out at 1.021 eV. As for the multiplicity: 1. The molecular weight comes out at 95.1 g mol⁻¹. The gap between HOMO and LUMO is 10.51 eV.

```
16
Properties=species:S:1:pos:R:3:nbo_charge:R:1
C 0.05 -1.47 0.75 -0.628
C 0.49 -0.10 0.25 0.090
C -0.18 0.35 -1.04 -0.485
C -1.57 0.74 -0.77 0.016
C -2.70 1.06 -0.49 -0.265
C 0.93 0.99 1.16 -0.259
N 1.91 0.22 0.40 -0.586
H -0.79 -1.85 0.16 0.225
H -0.25 -1.49 1.80 0.221
H 0.86 -2.20 0.62 0.212
H -0.16 -0.45 -1.79 0.233
H 0.37 1.20 -1.45 0.247
H -3.70 1.35 -0.25 0.239
H 0.89 2.03 0.84 0.199
H 0.82 0.88 2.24 0.195
H 2.33 -0.48 1.01 0.347
```

***

Q) C6H9N in the gas phase, computed with wB97M-V/def2-TZVPD.

For the HOMO energy, the calculation gives -9.2 eV. The LUMO energy comes out at 0.507 eV. As for the multiplicity: 1. The molecular weight comes out at 95.1 g mol⁻¹. The gap between HOMO and LUMO is 9.75 eV.

```
16
Properties=species:S:1:pos:R:3:nbo_charge:R:1
C 4.08 -0.53 0.39 0.309
C 1.63 0.61 -0.09 -0.056
C 0.21 0.45 -0.34 0.078
C -0.64 1.66 -0.03 -0.649
C -1.40 -1.47 0.47 -0.572
C -0.43 -0.87 -0.57 -0.452
N 2.96 -0.12 0.16 -0.571
H 1.77 1.75 -0.03 0.200
H -1.60 1.25 -0.02 0.219
H -0.47 2.38 -0.76 0.229
H -0.40 2.18 0.86 0.229
H -0.97 -2.02 1.20 0.205
H -2.07 -2.05 0.02 0.203
H -1.88 -0.72 0.91 0.193
H -1.11 -0.94 -1.49 0.216
H 0.31 -1.56 -0.67 0.218
```

***

R) A molecular structure, C6H9N, computed with wB97M-V/def2-TZVPD.

For the HOMO energy, the calculation gives -9.0 eV. The LUMO energy comes out at -0.646 eV. As for the multiplicity: 1. The molecular weight comes out at 95.1 g mol⁻¹. The gap between HOMO and LUMO is 8.37 eV.

```
16
Properties=species:S:1:pos:R:3:nbo_charge:R:1
C -0.46 0.77 1.44 -0.624
C -0.76 -0.48 0.64 -0.298
C -0.57 -0.41 -0.93 -0.386
C 0.34 0.68 -1.50 -0.624
C 0.18 -1.60 0.56 0.017
C 1.55 -1.25 0.67 0.117
N 2.70 -1.12 0.87 -0.279
H 0.55 1.14 1.25 0.223
H -1.18 1.56 1.22 0.218
H -0.54 0.53 2.51 0.226
H -1.78 -0.84 0.83 0.217
H -1.57 -0.41 -1.38 0.252
H 0.38 0.60 -2.59 0.226
H -0.02 1.69 -1.25 0.215
H 1.36 0.58 -1.12 0.229
H -0.18 -1.41 -1.22 0.270
```

***

S) A molecular structure, C6H9N, computed with wB97M-V/def2-TZVPD.

For the HOMO energy, the calculation gives -8.6 eV. The LUMO energy comes out at 0.898 eV. As for the multiplicity: 1. The molecular weight comes out at 95.1 g mol⁻¹. The gap between HOMO and LUMO is 9.47 eV.

```
16
Properties=species:S:1:pos:R:3:nbo_charge:R:1
C 2.64 0.79 1.97 -0.685
C 1.71 0.19 1.02 0.019
C 0.95 -0.31 0.22 -0.043
C -0.01 -0.89 -0.72 -0.491
C -1.45 -0.44 -0.49 -0.088
C -2.23 0.78 -1.54 -0.265
N -2.36 -0.65 -1.60 -0.620
H 2.73 1.87 1.82 0.236
H 3.64 0.36 1.88 0.237
H 2.31 0.64 3.01 0.235
H 0.01 -1.99 -0.66 0.244
H 0.26 -0.64 -1.75 0.247
H -1.86 -0.75 0.48 0.227
H -1.32 1.06 -2.11 0.144
H -1.75 0.89 -0.30 0.248
H -3.27 -0.91 -1.23 0.355
```

***

Calculated relative energies: P) 0.0; Q) 140.6; R) 89.0; S) 268.3, given in kJ/mol

***

P) C6H9N in the gas phase, computed with wB97M-V/def2-TZVPD.

For the HOMO energy, the calculation gives -8.3 eV. The LUMO energy comes out at 0.937 eV. As for the multiplicity: 1. The molecular weight comes out at 95.1 g mol⁻¹. The gap between HOMO and LUMO is 9.20 eV.

```
16
Properties=species:S:1:pos:R:3:nbo_charge:R:1
C 1.55 -0.93 -0.55 -0.583
C 1.39 0.78 1.19 0.106
C 0.64 -0.40 0.57 -0.388
C -0.68 0.13 0.06 0.005
C -1.80 -0.69 -0.51 -0.636
C -0.66 1.45 0.26 -0.086
N 0.57 1.79 0.91 -0.572
H 2.49 -1.32 -0.13 0.226
H 1.07 -1.72 -1.12 0.204
H 1.81 -0.12 -1.24 0.210
H 0.51 -1.20 1.32 0.241
H -2.66 -0.06 -0.77 0.219
H -2.14 -1.44 0.21 0.221
H -1.49 -1.23 -1.41 0.220
H -1.39 2.21 0.03 0.211
H 0.80 2.74 1.15 0.402
```

***

Q) C6H9N in the gas phase, computed with wB97M-V/def2-TZVPD.

For the HOMO energy, the calculation gives -8.4 eV. The LUMO energy comes out at 0.122 eV. As for the multiplicity: 1. The molecular weight comes out at 95.1 g mol⁻¹. The gap between HOMO and LUMO is 8.55 eV.

```
16
Properties=species:S:1:pos:R:3:nbo_charge:R:1
C -2.04 -1.09 1.09 -0.036
C 0.55 -0.41 1.25 -0.053
N -1.70 -1.03 -0.13 -0.416
C -1.10 0.24 -0.50 -0.248
C 0.37 0.05 -0.09 -0.235
C 1.44 1.17 -0.25 -0.347
C 1.45 -0.02 -1.14 -0.403
H -2.08 -0.23 1.76 0.160
H -2.30 -2.06 1.53 0.175
H 1.55 -0.87 1.33 0.105
H -1.55 1.10 0.01 0.185
H -1.19 0.40 -1.59 0.199
H 2.20 1.28 0.51 0.234
H 1.05 2.11 -0.63 0.233
H 1.13 0.11 -2.17 0.225
H 2.23 -0.76 -0.99 0.224
```

***

Calculated relative energies: P) 0.0; Q) 316.2, given in kJ/mol

***

P) C6H9N in the gas phase, computed with wB97M-V/def2-TZVPD.

Its structure (SMILES) is C[C@H]1C=CN=CC1. For the HOMO energy, the calculation gives -8.8 eV. The LUMO energy comes out at 0.756 eV. As for the multiplicity: 1. The molecular weight comes out at 95.1 g mol⁻¹. The gap between HOMO and LUMO is 9.54 eV.

```
16
Properties=species:S:1:pos:R:3:nbo_charge:R:1
C 0.82 -1.87 -1.01 -0.046
C -1.15 -0.40 0.12 -0.478
C 1.29 -0.61 -0.73 -0.197
C 0.20 0.37 -0.24 -0.256
C -1.52 -1.68 -0.76 0.156
C 0.49 1.44 0.78 -0.591
N -0.51 -2.26 -1.27 -0.447
H 1.48 -2.62 -1.31 0.191
H -1.05 -0.87 1.16 0.216
H -1.98 0.40 0.20 0.221
H 2.34 -0.40 -0.50 0.216
H 0.03 0.96 -1.12 0.203
H -2.53 -2.01 -0.99 0.190
H 0.46 1.23 1.86 0.208
H -0.03 2.26 0.58 0.206
H 1.51 1.76 0.60 0.208
```

***

Q) C6H9N in the gas phase, computed with wB97M-V/def2-TZVPD.

Its structure (SMILES) is Cc1cc[nH]c1C. For the HOMO energy, the calculation gives -7.8 eV. The LUMO energy comes out at 1.062 eV. As for the multiplicity: 1. The molecular weight comes out at 95.1 g mol⁻¹. The gap between HOMO and LUMO is 8.88 eV.

```
16
Properties=species:S:1:pos:R:3:nbo_charge:R:1
C -1.33 1.49 -0.13 -0.643
C -0.09 0.65 -0.07 0.116
C 0.08 -0.71 0.11 -0.093
C -1.00 -1.73 0.27 -0.629
C 1.49 -0.96 0.08 -0.303
C 2.12 0.24 -0.11 -0.074
N 1.15 1.21 -0.19 -0.505
H -2.14 0.95 0.37 0.227
H -1.70 1.68 -1.14 0.216
H -1.19 2.46 0.36 0.215
H -0.72 -2.64 -0.27 0.216
H -1.94 -1.42 -0.19 0.211
H -1.20 -1.98 1.32 0.213
H 1.98 -1.92 0.18 0.218
H 3.17 0.50 -0.24 0.208
H 1.32 2.18 -0.35 0.405
```

***

R) A molecular structure, C6H9N, computed with wB97M-V/def2-TZVPD.

For the HOMO energy, the calculation gives -8.7 eV. The LUMO energy comes out at 0.769 eV. As for the multiplicity: 1. The molecular weight comes out at 95.1 g mol⁻¹. The gap between HOMO and LUMO is 9.46 eV.

```
16
Properties=species:S:1:pos:R:3:nbo_charge:R:1
C 1.44 -0.50 1.07 -0.673
C 1.49 0.64 0.10 -0.033
C -0.58 -0.87 -1.45 -0.417
C -1.68 -1.02 -0.60 -0.460
C 0.61 1.64 0.02 -0.377
C -0.56 1.69 0.84 0.265
N -1.52 1.70 1.49 -0.338
H 0.52 -0.49 1.66 0.224
H 1.50 -1.45 0.53 0.248
H 2.29 -0.44 1.76 0.230
H 2.33 0.65 -0.59 0.212
H -0.83 -0.08 -2.17 0.149
H -2.56 -0.36 -0.56 0.206
H -1.53 -1.78 -1.59 0.315
H -1.65 -1.77 0.20 0.204
H 0.72 2.44 -0.71 0.245
```

***

Calculated relative energies: P) 211.8; Q) 0.0; R) 477.3, given in kJ/mol